Record 1
Density functional theory data (the ωB97M-V functional and the def2-TZVPD basis) for C4H6N2O in the gas phase.

Last columns: bonded neighbours and bond lengths (Å).
Atoms and positions in Å:
1 C -0.981 1.607 0.950  C2 1.440, N5 1.303, H8 1.114
2 C -1.684 1.233 -0.249  C1 1.440, N6 1.332
3 C 0.654 -0.503 0.395  C4 1.520, O7 1.310
4 C 1.592 -1.283 -0.512  C3 1.520, H9 1.149, H10 1.169, H11 1.050
5 N 0.258 1.594 1.356  C1 1.303, O7 1.470
6 N -1.630 -0.054 -0.586  C2 1.332, H12 0.991, H13 1.032
7 O 1.131 0.703 0.579  C3 1.310, N5 1.470
8 H -1.635 2.216 1.615  C1 1.114
9 H 2.264 -0.592 -1.138  C4 1.149
10 H 2.206 -1.874 0.287  C4 1.169
11 H 1.064 -1.945 -1.132  C4 1.050
12 H -1.297 -0.801 -0.025  N6 0.991
13 H -1.942 -0.300 -1.539  N6 1.032

- HOMO-LUMO gap (eV) = 8.74
- E_LUMO (eV) = 0.16
- multiplicity = 1
- energy relative to the best compared isomer or geometry (same formula, charge and spin) (kcal per mole) = 169.8
- E_HOMO (eV) = -8.6

Population analysis type Mulliken, resulting atomic charges in e: 0.220 -0.299 -0.157 -0.788 -0.412 -0.234 -0.092 0.349 0.283 0.232 0.286 0.350 0.261


Record 2
Density functional theory data (the ωB97M-V functional and the def2-TZVPD basis) for 6 unconnected molecules or ions with the total composition C23H46O7S5.

Last columns: bonded neighbours and bond lengths (Å).
Atoms and positions in Å:
1 O 1.528 3.159 -0.504  C2 1.247
2 C 1.656 2.027 -1.014  O1 1.247, C3 1.631, O15 1.450
3 C 2.977 1.421 -1.753  C2 1.631, C4 1.634, H16 1.139, H17 1.154
4 C 2.152 0.727 -2.981  C3 1.634, C5 1.627, H18 1.146, H19 1.159
5 C 1.135 -0.096 -2.014  C4 1.627, C6 1.601, O15 1.453, H20 1.153
6 C 0.076 -1.082 -2.697  C5 1.601, C7 1.605, H21 1.150, H22 1.159
7 C -1.361 -0.409 -2.944  C6 1.605, C8 1.619, H23 1.157, H24 1.155
8 C -2.417 -0.645 -1.740  C7 1.619, C9 1.624, H25 1.141, H26 1.158
9 C -3.437 0.617 -1.799  C8 1.624, C10 1.554, C14 1.577
10 C -4.894 0.473 -2.321  C9 1.554, C11 1.578, H27 1.142
11 C -5.750 1.799 -2.332  C10 1.578, C12 1.572, H28 1.146
12 C -5.144 3.171 -1.862  C11 1.572, C13 1.562, H29 1.148
13 C -3.669 3.296 -1.364  C12 1.562, C14 1.553, H30 1.138
14 C -2.826 1.992 -1.326  C9 1.577, C13 1.553, H31 1.148
15 O 0.673 0.970 -1.141  C2 1.450, C5 1.453
16 H 3.792 2.170 -2.022  C3 1.139
17 H 3.416 0.608 -1.062  C3 1.154
18 H 2.805 0.124 -3.704  C4 1.146
19 H 1.664 1.670 -3.446  C4 1.159
20 H 1.868 -0.796 -1.466  C5 1.153
21 H -0.050 -2.067 -2.116  C6 1.150
22 H 0.499 -1.336 -3.746  C6 1.159
23 H -1.206 0.722 -3.130  C7 1.157
24 H -1.873 -0.799 -3.901  C7 1.155
25 H -1.933 -0.772 -0.714  C8 1.141
26 H -3.061 -1.571 -2.003  C8 1.158
27 H -5.351 -0.505 -2.693  C10 1.142
28 H -6.842 1.792 -2.680  C11 1.146
29 H -5.751 4.145 -1.891  C12 1.148
30 H -3.190 4.279 -1.048  C13 1.138
31 H -1.739 2.019 -0.960  C14 1.148
32 C 0.967 -2.207 1.969  S33 1.803, H36 1.089, H37 1.092, H38 1.090
33 S 1.614 -0.649 1.335  C32 1.803, O34 1.498, C35 1.806
34 O 3.067 -0.855 1.030  S33 1.498
35 C 1.513 0.246 2.900  S33 1.806, H39 1.092, H40 1.091, H41 1.091
36 H 0.974 -2.938 1.161  C32 1.089
37 H 1.594 -2.566 2.788  C32 1.092
38 H -0.056 -2.062 2.314  C32 1.090
39 H 2.106 -0.267 3.661  C35 1.092
40 H 0.470 0.309 3.216  C35 1.091
41 H 1.906 1.252 2.750  C35 1.091
42 C 5.818 -1.021 3.726  S43 1.805, H46 1.090, H47 1.092, H48 1.091
43 S 5.176 -2.493 2.901  C42 1.805, O44 1.496, C45 1.806
44 O 3.858 -2.820 3.529  S43 1.496
45 C 6.398 -3.634 3.584  S43 1.806, H49 1.092, H50 1.092, H51 1.091
46 H 5.177 -0.176 3.471  C42 1.090
47 H 5.813 -1.167 4.808  C42 1.092
48 H 6.833 -0.822 3.379  C42 1.091
49 H 6.357 -3.616 4.675  C45 1.092
50 H 7.394 -3.348 3.241  C45 1.092
51 H 6.168 -4.639 3.229  C45 1.091
52 C -8.290 3.569 -6.596  S53 1.806, H56 1.091, H57 1.092, H58 1.091
53 S -8.107 2.020 -5.686  C52 1.806, O54 1.495, C55 1.806
54 O -8.161 2.347 -4.229  S53 1.495
55 C -6.374 1.756 -6.117  S53 1.806, H59 1.092, H60 1.092, H61 1.091
56 H -9.302 3.945 -6.438  C52 1.091
57 H -7.570 4.303 -6.230  C52 1.092
58 H -8.135 3.387 -7.660  C52 1.091
59 H -5.773 2.603 -5.781  C55 1.092
60 H -6.281 1.634 -7.197  C55 1.092
61 H -6.028 0.848 -5.620  C55 1.091
62 C 5.093 2.834 6.181  S63 1.806, H66 1.091, H67 1.092, H68 1.092
63 S 6.365 2.029 5.184  C62 1.806, O64 1.494, C65 1.806
64 O 7.372 1.449 6.124  S63 1.494
65 C 7.065 3.553 4.513  S63 1.806, H69 1.092, H70 1.092, H71 1.091
66 H 4.545 2.066 6.728  C62 1.091
67 H 5.556 3.523 6.890  C62 1.092
68 H 4.405 3.373 5.527  C62 1.092
69 H 7.404 4.197 5.326  C65 1.092
70 H 6.311 4.068 3.915  C65 1.092
71 H 7.914 3.293 3.879  C65 1.091
72 C -3.350 -4.902 0.158  S73 1.806, H76 1.091, H77 1.092, H78 1.091
73 S -2.456 -4.026 1.459  C72 1.806, O74 1.495, C75 1.806
74 O -1.255 -3.394 0.832  S73 1.495
75 C -1.896 -5.505 2.329  S73 1.806, H79 1.092, H80 1.092, H81 1.091
76 H -3.759 -4.167 -0.536  C72 1.091
77 H -2.669 -5.567 -0.378  C72 1.092
78 H -4.166 -5.477 0.599  C72 1.091
79 H -1.307 -6.132 1.657  C75 1.092
80 H -2.761 -6.060 2.699  C75 1.092
81 H -1.277 -5.197 3.173  C75 1.091

- HOMO-LUMO gap (eV) = 8.50
- E_LUMO (eV) = 0.59
- multiplicity = 1
- E_HOMO (eV) = -7.9

Population analysis type Mulliken, resulting atomic charges in e: -0.619 0.473 -0.320 -0.693 0.351 -0.712 -0.726 -0.235 0.526 -0.632 -0.325 -0.499 -0.518 -0.289 -0.148 0.323 0.168 0.358 0.288 0.077 0.180 0.346 0.327 0.400 0.115 0.217 0.274 0.438 0.311 0.348 0.292 -1.093 0.778 -0.666 -1.247 0.339 0.335 0.366 0.315 0.425 0.361 -1.092 0.618 -0.652 -1.046 0.295 0.401 0.454 0.304 0.368 0.342 -0.934 0.444 -0.594 -0.885 0.322 0.302 0.357 0.303 0.398 0.258 -1.032 0.717 -0.656 -1.047 0.303 0.363 0.354 0.341 0.353 0.311 -0.971 0.476 -0.476 -1.011 0.248 0.314 0.408 0.310 0.396 0.323


Record 3
Density functional theory data (the ωB97M-V functional and the def2-TZVPD basis) for C6H14O in the gas phase.

Last columns: bonded neighbours and bond lengths (Å).
Atoms and positions in Å:
1 C 0.874 -1.198 2.307  C2 1.543, H8 1.095, H9 1.099, H10 1.097
2 C 0.092 0.129 2.389  C1 1.543, C3 1.543, H11 1.098, H12 1.098
3 C 0.265 0.987 1.118  C2 1.543, C4 1.545, H13 1.098, H14 1.098
4 C -0.803 0.845 0.011  C3 1.545, C5 1.516, H15 1.097, H16 1.097
5 C -0.141 0.313 -1.245  C4 1.516, O6 1.402, H17 1.106, H18 1.106
6 O -1.092 0.151 -2.263  C5 1.402, C7 1.401
7 C -0.524 -0.422 -3.408  O6 1.401, H19 1.102, H20 1.092, H21 1.102
8 H 0.868 -1.718 3.270  C1 1.095
9 H 1.928 -1.048 2.035  C1 1.099
10 H 0.449 -1.878 1.557  C1 1.097
11 H -0.967 -0.091 2.579  C2 1.098
12 H 0.444 0.690 3.265  C2 1.098
13 H 0.424 2.046 1.360  C3 1.098
14 H 1.221 0.639 0.705  C3 1.098
15 H -1.301 1.791 -0.235  C4 1.097
16 H -1.603 0.151 0.298  C4 1.097
17 H 0.662 0.999 -1.572  C5 1.106
18 H 0.342 -0.653 -1.008  C5 1.106
19 H 0.297 0.196 -3.805  C7 1.102
20 H -1.310 -0.500 -4.162  C7 1.092
21 H -0.125 -1.428 -3.197  C7 1.102

- HOMO-LUMO gap (eV) = 10.93
- SMILES = CCCCCOC
- E_LUMO (eV) = 1.10
- multiplicity = 1
- energy relative to the best compared isomer or geometry (same formula, charge and spin) (kcal per mole) = 22.8
- E_HOMO (eV) = -9.8

Population analysis type Mulliken, resulting atomic charges in e: -1.205 -0.415 -0.682 -0.432 -0.615 -0.320 -0.707 0.371 0.335 0.255 0.315 0.320 0.392 0.340 0.288 0.273 0.333 0.321 0.287 0.253 0.295


Record 4
Density functional theory data (the ωB97M-V functional and the def2-TZVPD basis) for 6 unconnected molecules or ions with the total composition C24H64N8O9.

Last columns: bonded neighbours and bond lengths (Å).
Atoms and positions in Å:
1 C 0.278 0.397 -1.367  O2 1.203, N3 1.332, N4 1.302
2 O 0.866 1.445 -1.316  C1 1.203
3 N -1.035 0.218 -1.502  C1 1.332, H5 1.010, H6 1.010
4 N 0.848 -0.761 -1.203  C1 1.302, H7 1.010, H8 1.010
5 H -1.330 -0.722 -1.724  N3 1.010
6 H -1.641 1.026 -1.520  N3 1.010
7 H 1.851 -0.886 -1.209  N4 1.010
8 H 0.196 -1.522 -1.078  N4 1.010
9 C 2.246 4.336 -2.965  O10 1.207, N11 1.316, N12 1.312
10 O 2.528 5.325 -3.598  C9 1.207
11 N 1.884 3.190 -3.502  C9 1.316, H13 1.010, H14 1.010
12 N 2.342 4.317 -1.656  C9 1.312, H15 1.010, H16 1.010
13 H 1.759 2.504 -2.771  N11 1.010
14 H 2.236 2.966 -4.422  N11 1.010
15 H 1.966 3.519 -1.165  N12 1.010
16 H 2.725 5.146 -1.225  N12 1.010
17 C 4.224 1.329 -1.723  O18 1.455, H26 1.090, H27 1.090, H28 1.090
18 O 3.894 0.029 -1.157  C17 1.455, C19 1.415
19 C 4.527 -0.222 0.083  O18 1.415, C20 1.528, H29 1.090, H30 1.090
20 C 4.158 -1.620 0.580  C19 1.528, N21 1.466, H31 1.090, H32 1.090
21 N 2.861 -1.431 1.236  C20 1.466, C22 1.475, H33 1.010
22 C 2.227 -2.745 1.454  N21 1.475, C23 1.539, H34 1.090, H35 1.090
23 C 3.043 -3.690 2.355  C22 1.539, O24 1.463, H36 1.090, H37 1.090
24 O 2.324 -4.925 2.663  C23 1.463, C25 1.393
25 C 3.172 -5.771 3.374  O24 1.393, H38 1.090, H39 1.090, H40 1.090
26 H 4.206 2.122 -0.976  C17 1.090
27 H 3.613 1.565 -2.594  C17 1.090
28 H 5.289 1.239 -1.936  C17 1.090
29 H 4.279 0.496 0.865  C19 1.090
30 H 5.612 -0.123 0.084  C19 1.090
31 H 4.761 -2.093 1.355  C20 1.090
32 H 4.119 -2.337 -0.240  C20 1.090
33 H 2.373 -0.760 0.661  N21 1.010
34 H 2.019 -3.239 0.505  C22 1.090
35 H 1.232 -2.586 1.869  C22 1.090
36 H 3.390 -3.196 3.262  C23 1.090
37 H 3.953 -4.005 1.844  C23 1.090
38 H 4.123 -5.955 2.875  C25 1.090
39 H 2.672 -6.739 3.360  C25 1.090
40 H 3.416 -5.406 4.372  C25 1.090
41 C -3.999 9.755 -2.739  O42 1.385, H50 1.090, H51 1.090, H52 1.090
42 O -4.813 8.698 -3.111  C41 1.385, C43 1.373
43 C -4.791 8.036 -4.314  O42 1.373, C44 1.606, H53 1.090, H54 1.090
44 C -3.547 7.029 -4.448  C43 1.606, N45 1.424, H55 1.090, H56 1.090
45 N -3.383 6.064 -3.413  C44 1.424, C46 1.458, H57 1.010
46 C -3.398 6.592 -2.054  N45 1.458, C47 1.585, H58 1.090, H59 1.090
47 C -2.892 5.415 -1.121  C46 1.585, O48 1.389, H60 1.090, H61 1.090
48 O -1.526 5.246 -1.312  C47 1.389, C49 1.443
49 C -0.997 4.181 -0.494  O48 1.443, H62 1.090, H63 1.090, H64 1.090
50 H -4.140 9.981 -1.682  C41 1.090
51 H -4.159 10.709 -3.241  C41 1.090
52 H -2.948 9.484 -2.829  C41 1.090
53 H -4.789 8.774 -5.116  C43 1.090
54 H -5.714 7.457 -4.296  C43 1.090
55 H -2.651 7.647 -4.498  C44 1.090
56 H -3.538 6.522 -5.413  C44 1.090
57 H -2.559 5.531 -3.649  N45 1.010
58 H -4.428 6.798 -1.763  C46 1.090
59 H -2.789 7.491 -1.952  C46 1.090
60 H -3.485 4.539 -1.387  C47 1.090
61 H -3.107 5.627 -0.074  C47 1.090
62 H -1.325 3.200 -0.839  C49 1.090
63 H -1.106 4.344 0.578  C49 1.090
64 H 0.086 4.286 -0.545  C49 1.090
65 C -0.512 -7.820 6.887  O66 1.414, H74 1.090, H75 1.090, H76 1.090
66 O -0.162 -6.470 6.655  C65 1.414, C67 1.399
67 C 0.061 -6.010 5.352  O66 1.399, C68 1.500, H77 1.090, H78 1.090
68 C 0.233 -4.521 5.291  C67 1.500, N69 1.488, H79 1.090, H80 1.090
69 N -1.111 -3.886 5.344  C68 1.488, C70 1.428, H81 1.010
70 C -0.985 -2.465 5.271  N69 1.428, C71 1.555, H82 1.090, H83 1.090
71 C -0.456 -1.961 3.898  C70 1.555, O72 1.452, H84 1.090, H85 1.090
72 O -0.926 -0.648 3.494  C71 1.452, C73 1.462
73 C -0.266 -0.176 2.278  O72 1.462, H86 1.090, H87 1.090, H88 1.090
74 H 0.231 -8.494 6.459  C65 1.090
75 H -1.462 -8.204 6.514  C65 1.090
76 H -0.356 -8.031 7.945  C65 1.090
77 H -0.766 -6.434 4.784  C67 1.090
78 H 0.933 -6.566 5.007  C67 1.090
79 H 0.662 -4.361 4.301  C68 1.090
80 H 0.976 -4.181 6.012  C68 1.090
81 H -1.730 -4.255 6.051  N69 1.010
82 H -0.394 -2.072 6.098  C70 1.090
83 H -1.993 -2.053 5.302  C70 1.090
84 H -0.809 -2.640 3.123  C71 1.090
85 H 0.633 -1.919 3.941  C71 1.090
86 H -0.533 0.858 2.060  C73 1.090
87 H -0.379 -0.791 1.385  C73 1.090
88 H 0.800 -0.181 2.503  C73 1.090
89 C 0.283 -2.348 -3.841  C90 1.532, H95 1.090, H96 1.090, H97 1.090
90 C -1.013 -3.136 -3.631  C89 1.532, C91 1.551, N94 1.447, H98 1.090
91 C -1.992 -2.593 -2.558  C90 1.551, O92 1.458, H99 1.090, H100 1.090
92 O -1.341 -2.480 -1.258  C91 1.458, C93 1.421
93 C -1.187 -3.679 -0.512  O92 1.421, H101 1.090, H102 1.090, H103 1.090
94 N -1.682 -3.161 -4.914  C90 1.447, H104 1.010, H105 1.010
95 H 0.818 -2.631 -4.747  C89 1.090
96 H 0.970 -2.633 -3.044  C89 1.090
97 H 0.077 -1.279 -3.904  C89 1.090
98 H -0.770 -4.148 -3.306  C90 1.090
99 H -2.899 -3.194 -2.499  C91 1.090
100 H -2.310 -1.577 -2.793  C91 1.090
101 H -0.979 -3.447 0.533  C93 1.090
102 H -0.495 -4.359 -1.009  C93 1.090
103 H -2.120 -4.241 -0.545  C93 1.090
104 H -1.602 -2.311 -5.455  N94 1.010
105 H -2.651 -3.349 -4.702  N94 1.010

- net charge = -1
- HOMO-LUMO gap (alpha / beta) (eV) = 1.65 / 9.10
- E_LUMO (alpha / beta) (eV) = 2.33 / 2.33
- multiplicity = 2
- E_HOMO (alpha / beta) (eV) = 0.7 / -6.8

Atomic partial charges in e from the Mulliken method, atoms 1 to 99: -0.076 -0.769 0.294 1.411 -0.043 0.089 0.140 -0.405 0.555 -0.721 -0.233 -0.200 0.046 0.276 0.046 0.167 -0.970 -0.146 -0.895 -0.710 -0.138 0.340 -0.979 0.098 -1.107 0.367 0.226 0.449 0.370 0.504 0.472 0.361 0.050 0.352 -0.731 0.275 0.599 0.371 0.338 0.323 -0.760 -0.364 -0.471 -0.755 -0.399 -0.112 -0.900 -0.266 -0.351 0.252 0.309 0.338 0.405 0.249 0.385 0.460 0.260 0.295 0.130 0.378 0.406 0.032 0.373 0.133 -0.937 -0.234 -0.747 0.353 -0.294 -0.930 -0.053 -0.463 -0.364 0.340 0.326 0.276 0.408 -0.001 -0.019 0.214 0.275 0.293 0.493 0.092 0.248 0.291 0.075 0.299 -1.556 0.153 -2.249 1.307 -2.691 -0.486 0.629 0.366 0.273 0.211 0.724